94
Properties=species:S:1:pos:R:3:forces:R:3 method="wB97M-V/def2-TZVPD" gap_ha=0.25497 max_force_ev_per_a=4.33 energy_ev=-54391.5737 charge=-1
C 3.603983 3.687555 2.277653 -0.2135 0.3712 -0.0274
H -0.829054 -3.875187 -7.527958 0.0213 0.0931 0.0693
H 4.379044 -1.001430 3.572033 -1.5022 -0.2165 -0.8004
H 4.012828 4.611965 5.401820 0.0248 0.0316 -0.1279
O -0.924476 1.969141 -6.661762 0.3497 -0.0452 0.1532
H 1.296714 0.548288 0.544481 -0.4880 -0.7185 -0.8899
H 1.615485 -2.344239 1.190916 1.2606 1.1241 -0.9887
C 4.108469 3.900078 4.579505 0.0858 0.1336 -0.0100
H 4.079069 4.131779 1.398665 -0.0055 -0.0146 -0.0533
H 2.469431 -3.073085 -4.830595 -0.1005 -0.0029 -0.0568
H -4.432399 -1.977989 1.245168 1.8227 0.2390 -0.6054
H -4.433194 2.569091 4.775023 0.0242 -0.0858 0.0477
C -3.383692 -1.672858 0.910861 3.7018 1.9140 -1.1664
H -1.878652 0.259561 -6.102329 0.0414 -0.0371 0.0281
H 1.994182 2.874079 1.111763 0.0912 0.0158 -0.0349
H 3.421174 3.070156 4.756022 0.0251 -0.0194 -0.0614
C -2.267223 -2.656788 0.475728 0.1798 2.7983 0.0600
H -0.068211 -2.950689 -0.266168 -1.3414 1.5446 0.5940
H 2.687299 -0.844125 -1.265065 -0.5107 0.0033 0.6744
O -3.183246 0.395741 5.780708 -0.3807 -0.0957 -0.1734
H 3.369898 -5.109175 -5.912887 0.0290 0.0295 -0.1275
C -0.862662 -3.857844 -6.436779 0.0380 0.2050 -0.0748
H -2.438276 1.246115 4.087931 -0.0199 -0.0397 -0.0710
H 3.289516 0.173098 1.395398 -0.0732 -1.5660 -0.3303
H -1.882211 -3.613678 -6.120581 -0.0497 -0.1215 0.0040
H 1.105386 2.233564 -6.228937 -0.0392 -0.0422 0.0021
N 1.943676 -1.161581 -0.633245 -0.9622 0.1765 0.6420
C -3.690485 -0.894324 6.093885 0.2121 0.0084 0.0704
C -0.113061 3.303824 -3.835523 0.1070 -0.1145 0.1943
H -3.771219 -0.973558 7.179789 0.0817 0.0764 -0.0634
H 1.736733 -3.282175 4.575451 -0.2701 0.0654 0.1553
O -5.770119 0.991726 4.500212 0.1362 0.1739 0.3381
C -3.055549 -0.149735 0.901149 2.6738 -2.2600 -1.0666
H -0.590563 -4.848684 -6.064827 0.0079 0.0430 0.0432
H 1.343806 4.639209 4.157506 0.0136 -0.0139 -0.0605
C 0.404018 2.267830 -7.066246 -0.1852 0.0292 -0.0925
O 0.048037 1.893058 -3.880236 -0.2224 0.2389 -0.2400
H 4.204565 -3.934164 4.419890 0.4199 -0.0451 -0.0053
C 2.463400 -1.849773 0.584043 1.0741 -0.7255 0.1412
O 1.657014 -4.993341 -4.767643 0.0509 0.2519 -0.3923
O 0.032754 -2.853120 -5.982288 -0.0959 -0.3550 0.1023
C -6.265911 1.349956 5.781869 -0.0954 -0.0700 -0.2089
H 2.022730 -6.159460 -6.405210 0.0128 0.0373 0.1149
H 0.874232 3.755476 -3.719864 -0.0376 -0.1153 0.0356
H 1.952656 -4.423072 -6.758847 -0.0038 0.0420 0.0280
C 3.365449 -1.288372 3.085627 0.5834 0.6790 -0.1272
H -2.013349 1.847979 -4.188999 0.0585 0.0048 -0.0781
H 2.569499 -0.651979 3.608290 0.9550 -0.6825 -0.8339
H 0.489697 3.238948 4.831757 0.0196 -0.0610 -0.1293
H 1.642646 4.476254 1.773293 0.0728 0.0235 0.0909
H -2.512500 -3.782177 0.464140 0.5664 2.0332 0.0364
H 0.413330 3.275694 -7.485936 -0.0928 -0.0752 0.0063
H -3.841001 0.626588 1.202411 1.3538 -1.2842 -0.5301
C 2.115423 3.512505 1.993332 0.2064 -0.4978 0.1296
C -0.988141 0.824993 -5.810178 -0.3779 0.2828 0.1082
C -1.637274 0.349618 0.471945 -1.1726 -2.9556 0.5605
H -0.727998 3.575607 -2.971106 -0.0303 0.0992 -0.0414
H 2.616780 -4.097234 2.299936 0.0458 -0.3490 -0.4232
C 0.951376 -0.104763 -0.330834 -0.7003 0.5168 -0.1003
H -4.586608 1.927002 3.133491 0.0347 0.0361 -0.0186
C 0.312385 -2.967066 -4.585342 0.4262 0.2801 -0.1907
H 1.863320 -3.633951 -3.266154 -0.0156 0.0704 0.0137
O 1.453260 2.853815 3.071248 -0.0213 0.4474 -0.0473
H -2.995195 -1.660409 5.736562 -0.0881 -0.0670 -0.0042
H -0.116388 0.178824 -5.958997 -0.0307 0.0457 0.0583
O -1.463564 1.791259 0.490022 0.5008 -2.2255 0.3342
C -3.347248 0.723205 4.401852 0.0654 0.3752 0.3254
C 0.745851 3.759375 3.907111 -0.0391 -0.2203 0.0173
H -7.047853 0.638709 6.055152 0.0390 0.0361 -0.1098
H -0.179764 4.072541 3.412074 -0.0319 0.1252 0.0551
H -4.678658 -1.063617 5.658533 0.0222 0.0362 -0.0372
H -0.569832 3.694466 -4.747553 -0.0259 -0.0475 -0.0180
H -0.489277 -3.507039 -4.070412 0.0956 -0.0408 -0.0356
H 4.530044 -1.162366 1.186922 -1.7314 0.2772 0.2815
C -0.854238 -2.173398 0.049580 -2.6816 2.2379 1.0168
H -5.486725 1.321138 6.546560 0.0398 0.0085 -0.0391
H -6.702170 2.353868 5.739456 0.0027 0.0371 0.1290
C -0.513175 -0.666138 0.059558 -2.5026 -0.7140 0.5520
H 3.097720 -2.740353 0.203677 -1.1355 1.3409 0.6729
H -1.237567 0.321879 -3.743275 -0.0477 -0.0213 0.0203
H 0.844569 0.606263 -1.238611 0.0549 -1.1918 1.3556
H 0.721334 1.561752 -7.840720 0.1280 0.0027 0.0239
H 5.137124 3.525854 4.555643 -0.0386 -0.1011 0.0862
H -3.439359 -0.182786 3.794080 -0.0445 0.0842 0.0253
Al 3.014534 -3.247221 3.583157 -0.2645 0.2966 0.4781
H 4.083308 2.720988 2.466420 -0.1439 0.0007 0.0214
O 3.821669 4.583860 3.366100 -0.1324 -0.3047 0.0531
C -4.541393 1.649155 4.189954 0.0232 -0.5133 -0.2203
C 3.433887 -0.966627 1.508419 0.7761 0.3510 0.8259
H 0.344262 -1.949770 -4.182294 0.0126 -0.0457 0.0643
C 1.663830 -3.630924 -4.340815 -0.4169 -0.2568 0.2919
C 2.282584 -5.167358 -6.030622 -0.0190 -0.1432 0.2253
C -1.124563 1.227317 -4.345724 0.4304 -0.2947 -0.0832
H -0.695937 2.032877 1.060789 -0.6162 -0.5771 -0.5611